ORCA calculation (ωB97M-V/def2-TZVPD) on 2 unconnected molecules or ions with the total composition C3H6O in a non-equilibrium geometry.

ΔE to the lowest compared entry with this formula, charge and spin = 25.2 kcal/mol
Charge = 0
SMILES = C=C=O.C
Maximum force = 1.11 eV/Å
E_tot = -5254.5995 eV
HOMO level = -9.37 eV

Each line ends with the Löwdin charge.
Atoms and positions in Å:
O 1.49276 1.64944 0.07199  0.16
C -1.64975 0.29321 -0.14646  -0.05
C 1.62104 -0.82615 0.20501  0.00
C 1.54689 0.48456 0.13434  -0.30
H -2.26470 -0.37170 0.46550  0.03
H -1.10860 0.98888 0.50083  0.02
H -0.94297 -0.29766 -0.73660  0.01
H -2.28722 0.86326 -0.82604  0.02
H 2.59325 -1.30329 0.15762  0.06
H 0.71376 -1.40507 0.33666  0.05

=====

ORCA calculation (ωB97M-V/def2-TZVPD) on 11 unconnected molecules or ions with the total composition C33H66O11 in a non-equilibrium geometry.

ΔE to the lowest compared entry with this formula, charge and spin = 81.0 kcal/mol
Charge = 0
SMILES = CC(C)=O.CC(C)=O.CC(C)=O.CC(C)=O.CC(C)=O.CC(C)=O.CC(C)=O.CC(C)=O.CC(C)=O.CC(C)=O.CC(C)=O
Maximum force = 3.97 eV/Å
E_tot = -57810.0470 eV
HOMO level = -9.12 eV

Each line ends with the Löwdin charge.
Atoms and positions in Å:
O -12.54668 -22.90818 13.82320  0.03
O -9.02634 -18.85142 21.77898  0.09
O -7.17203 -20.68355 14.46377  0.08
O -2.49630 -18.48933 21.71852  0.05
O -5.28394 -19.40514 27.14425  0.06
O -13.27876 -14.42538 20.43324  0.08
O -9.04665 -27.67279 22.81769  0.03
O -11.55397 -27.82375 16.12298  0.06
O -10.23993 -14.72900 26.86337  0.06
O -15.54220 -23.33981 21.65264  0.01
O -3.71594 -26.68136 19.15142  0.08
C -12.63308 -26.96856 18.06270  -0.02
C -3.17608 -16.79484 23.20055  -0.04
C -6.70565 -27.85774 23.48599  -0.03
C -9.77895 -19.77218 19.70708  -0.02
C -13.41158 -12.17711 21.00223  -0.03
C -13.62642 -13.33988 20.05328  -0.53
C -13.66362 -22.33872 11.72615  -0.03
C -1.51709 -27.07192 18.30348  -0.03
C -4.30618 -20.04283 27.48188  -0.51
C -10.39108 -25.99824 17.11533  -0.03
C -9.23191 -14.19740 26.41191  -0.48
C -6.75820 -21.49566 13.68448  -0.49
C -7.70436 -25.79909 22.27934  -0.03
C -8.76057 -14.43967 24.99029  -0.03
C -0.76761 -17.60454 23.14974  -0.03
C -3.39965 -19.55399 28.60807  -0.03
C -14.75719 -23.96816 22.41992  -0.42
C -12.80340 -22.04629 12.97104  -0.45
C -2.18104 -17.73231 22.63591  -0.49
C -13.27195 -23.86501 22.07718  -0.03
C -8.82644 -19.62339 20.92038  -0.48
C -3.89640 -21.33515 26.84344  -0.03
C -7.93966 -27.12513 22.92847  -0.46
C -6.70443 -23.02524 13.90844  -0.02
C -8.34873 -13.31385 27.25768  -0.03
C -7.52724 -20.56203 20.96657  -0.01
C -2.71932 -26.21741 18.71232  -0.49
C -14.49433 -13.08675 18.88003  -0.03
C -12.30960 -20.59959 13.11414  -0.03
C -6.17702 -21.14465 12.32276  -0.04
C -2.51266 -24.68972 18.40461  -0.02
C -15.26061 -24.99030 23.46866  -0.02
C -11.46956 -27.04044 17.03801  -0.48
H -11.39912 -20.50259 12.52278  0.08
H -3.48421 -16.13251 22.39155  0.09
H -8.14053 -12.44492 26.63340  0.07
H -12.68670 -23.08766 22.56841  0.08
H -3.76663 -21.99111 27.70424  0.09
H -13.94250 -12.60742 18.07144  0.09
H -13.20037 -26.04340 18.16447  0.08
H -3.48087 -24.21746 18.57089  0.07
H -10.53879 -25.35172 16.25029  0.09
H -0.61315 -17.74227 24.21990  0.08
H -15.11705 -26.01812 23.13536  0.08
H -6.25241 -27.32995 24.32511  0.08
H -14.73631 -22.31393 11.91803  0.08
H -2.81176 -16.06403 23.92255  0.08
H -13.30400 -27.78616 17.79907  0.07
H -0.20618 -18.33274 22.56438  0.08
H -6.36845 -20.09904 12.08163  0.08
H -9.27593 -19.35264 18.83584  0.08
H -10.67873 -19.21372 19.96521  0.08
H -2.96625 -21.14398 26.30829  0.09
H -7.75995 -25.78013 21.19092  0.09
H -7.37626 -13.74407 27.49713  0.09
H -14.64870 -24.87607 24.36344  0.07
H -3.59971 -18.51338 28.86344  0.08
H -7.86676 -15.06335 24.97483  0.08
H -1.73539 -24.27205 19.04454  0.08
H -6.66739 -25.54725 22.50151  0.07
H -5.08724 -21.16567 12.32996  0.09
H -8.93090 -12.94218 28.10090  0.08
H -10.46934 -25.27869 17.93033  0.07
H -14.29526 -12.16570 21.64025  0.09
H -13.05122 -19.93090 12.67719  0.07
H -2.39304 -24.56760 17.32810  0.08
H -12.18223 -27.39023 18.96105  0.08
H -6.88787 -23.36926 14.92633  0.08
H -13.25836 -23.61044 21.01740  0.08
H -15.40720 -12.62809 19.26002  0.09
H -13.56755 -23.39181 11.46183  0.08
H -4.16354 -17.12849 23.51946  0.09
H -1.29124 -27.90212 18.97270  0.08
H -5.71923 -23.33075 13.55610  0.07
H -6.87423 -28.85651 23.88864  0.08
H -5.91419 -27.88321 22.73697  0.08
H -13.39860 -21.61694 10.95355  0.07
H -9.49669 -15.02352 24.43770  0.08
H -9.97054 -20.84224 19.62733  0.07
H -12.77037 -24.81182 22.27735  0.07
H -6.68977 -21.68525 11.52720  0.08
H -1.79296 -27.47386 17.32857  0.08
H -9.35649 -26.33068 17.03042  0.08
H -7.16262 -20.66945 21.98814  0.07
H -12.13140 -20.35923 14.16227  0.08
H -6.69223 -20.13857 20.40841  0.07
H -8.49307 -13.54404 24.42960  0.08
H -14.89164 -14.03344 18.51391  0.08
H -4.63756 -21.74417 26.15680  0.09
H -0.33876 -16.63563 22.89401  0.09
H -13.39738 -11.20542 20.50853  0.07
H -2.37396 -19.72809 28.28286  0.08
H -3.64172 -20.10025 29.51972  0.08
H -12.51847 -12.30698 21.61346  0.08
H -7.47123 -23.44137 13.25503  0.08
H -16.25527 -24.67124 23.78005  0.08
H -8.42473 -25.09375 22.69364  0.09
H -0.63092 -26.52976 17.97354  0.07
H -7.78030 -21.51428 20.50042  0.06

=====

ORCA calculation (ωB97M-V/def2-TZVPD) on 2 unconnected molecules or ions with the total composition C5H11NO in a non-equilibrium geometry.

ΔE to the lowest compared entry with this formula, charge and spin = 70.0 kcal/mol
Charge = 0
SMILES = CNC(C)=O.C=C
Maximum force = 4.33 eV/Å
E_tot = -8898.6602 eV
HOMO level = -9.64 eV

Each line ends with the Löwdin charge.
Atoms and positions in Å:
O 0.31938 -0.98881 -0.75040  0.01
N 1.01634 0.88207 0.43788  -0.03
C -0.03459 1.67740 -0.30995  -0.12
C -2.47759 -1.27891 0.22489  -0.11
C 1.25440 -0.43900 -0.15267  -0.43
C -2.70651 -0.02107 0.02790  -0.14
C 2.73554 -1.04529 0.11130  0.00
H 1.82224 1.50987 0.59416  0.11
H -2.59549 -1.92725 -0.58242  0.03
H -0.60804 0.95645 -0.81180  -0.01
H 0.49408 2.34586 -1.12939  0.11
H 2.61818 -1.79782 0.98932  0.11
H -2.52982 0.67159 0.88062  0.05
H 3.42886 -0.28357 0.54340  0.07
H -2.23405 -1.65757 1.28463  0.09
H -2.74300 0.50020 -1.00748  0.09
H 3.00295 -1.37407 -0.84496  0.04
H -0.76286 2.26993 0.49497  0.13

=====

> The lowest maximum force belongs to which entry?

C3H6O

=====

> Which of these has the lowest HOMO level?

C5H11NO